{
  "formula": "C6H8FN",
  "method": "ωB97M-V/def2-TZVPD",
  "symbols": ["C", "C", "C", "N", "C", "C", "C", "F", "H", "H", "H", "H", "H", "H", "H", "H"],
  "xyz": [[-0.1870, -0.1271, 1.9245], [0.1397, 0.4232, 0.5512], [1.3075, 0.9212, 0.4134], [2.3356, 1.5693, 0.6318], [-0.5133, -0.2591, -0.5792], [-0.4924, 0.4744, -1.9237], [-0.9600, -1.4712, -0.4787], [-1.5694, -2.0909, -1.5054], [-0.2608, -1.2332, 1.9086], [-1.1752, 0.3001, 2.0724], [0.6259, 0.1537, 2.6283], [3.3029, 1.1156, 0.6575], [-0.8733, 1.5294, -1.6493], [-1.2485, 0.1932, -2.6365], [0.4468, 0.5955, -2.4391], [-0.8786, -2.0942, 0.4242]],
  "forces_ev_per_a": [[0.42, 0.10, -0.10], [-1.25, -2.96, -0.36], [3.71, 2.05, 1.07], [0.78, -0.62, -0.67], [0.96, 2.02, -1.95], [-1.87, 2.44, 1.43], [-0.70, -1.78, 1.01], [0.05, -0.23, -0.18], [0.12, 0.76, 0.16], [-0.06, -0.16, 1.11], [-1.06, 0.02, -0.11], [-2.03, 0.41, -0.19], [0.92, -1.21, -0.51], [-0.11, -0.83, -0.18], [0.52, -0.23, 0.20], [-0.40, 0.23, -0.75]],
  "nbo_charge": [-0.58, -0.25, 0.44, -0.63, -0.08, -0.64, 0.22, -0.34, 0.20, 0.23, 0.22, 0.38, 0.22, 0.23, 0.23, 0.16],
  "de_lowest_kcal_mol": 58.2,
  "gap_ev": 9.060,
  "max_force_ha_per_bohr": 0.0851,
  "homo_energy_ev": -8.3,
  "smiles": "CC(=C=N)/C(C)=C/F"
}

{
  "formula": "C4H7NO2",
  "method": "ωB97M-V/def2-TZVPD",
  "symbols": ["O", "C", "C", "N", "C", "C", "O", "H", "H", "H", "H", "H", "H", "H"],
  "xyz": [[-1.6417, 1.2582, 1.0391], [-0.3951, 1.1168, 0.4379], [0.6156, 0.2154, 1.0664], [1.1634, -0.5729, 0.0945], [0.6493, -0.3295, -1.1302], [-0.5018, 0.5161, -0.9787], [-1.4647, 0.7654, -1.6890], [-2.2415, 1.3813, 0.2777], [0.0919, 2.1079, 0.2895], [0.8564, 0.0330, 2.1063], [-0.2770, -2.8149, 0.2442], [1.9853, 0.0216, 0.6290], [0.1267, -2.8844, -0.3714], [1.0334, -0.8140, -2.0153]],
  "forces_ev_per_a": [[-0.11, 0.10, -0.05], [0.00, -0.17, -0.06], [-0.60, -0.05, 0.10], [0.19, 0.83, 0.28], [0.05, 0.24, -0.13], [-0.06, 0.02, -0.25], [0.35, 0.00, 0.12], [-0.03, -0.10, 0.22], [0.09, -0.25, 0.02], [-0.07, 0.04, -0.11], [-0.08, -0.16, 0.05], [0.48, -0.30, -0.41], [-0.07, -0.12, 0.00], [-0.14, -0.10, 0.20]],
  "nbo_charge": [-0.69, -0.06, -0.03, -0.42, -0.26, 0.47, -0.59, 0.49, 0.21, 0.23, -0.01, 0.43, 0.00, 0.22],
  "de_lowest_kcal_mol": 127.7,
  "gap_ev": [7.951, 7.949],
  "max_force_ha_per_bohr": 0.0174,
  "homo_energy_ev": [-8.4, -8.4]
}

{
  "formula": "C5H15NOS",
  "method": "ωB97M-V/def2-TZVPD",
  "symbols": ["C", "N", "C", "C", "C", "C", "S", "H", "H", "H", "H", "H", "H", "H", "H", "H", "H", "H", "H", "H", "O", "H", "H"],
  "xyz": [[0.3710, -1.9534, 0.0546], [-0.4130, -0.7257, 0.1444], [-1.8119, -1.1592, 0.4450], [-0.4524, 0.1886, -0.9699], [0.2234, 1.5479, -0.7004], [1.7277, 1.4679, -0.5053], [2.7941, 0.5078, -1.7030], [0.3127, -2.4248, 1.0265], [1.4247, -1.6621, -0.0069], [0.0278, -2.6005, -0.7470], [-2.4832, -0.3111, 0.3863], [-1.8546, -1.3619, 1.5230], [-2.1610, -2.0263, -0.1317], [-1.4507, 0.3694, -1.3978], [0.0178, -0.1711, -1.8935], [-0.1724, 2.1484, 0.1262], [0.0196, 2.1868, -1.5665], [1.9719, 1.1625, 0.5153], [2.2779, 2.3878, -0.6885], [2.7455, -0.6953, -1.1123], [-0.9916, 1.4221, 2.7380], [-1.5427, 1.1420, 1.9800], [-0.5805, 0.5603, 2.4833]],
  "forces_ev_per_a": [[0.80, 1.44, 0.37], [-2.28, -0.68, 0.44], [0.80, 0.66, 1.44], [0.69, 1.09, -1.39], [0.07, 0.28, -0.85], [1.23, -0.37, -0.10], [-0.65, -0.16, 0.42], [-0.30, -0.48, 0.09], [-0.13, -0.37, -0.51], [0.20, -0.32, -0.21], [-0.24, 0.10, -0.63], [0.00, -0.71, -0.17], [0.02, 0.24, -0.04], [-0.12, -0.04, 0.84], [0.53, -0.49, 0.29], [-0.16, -0.55, 0.24], [0.05, -0.18, -0.20], [0.08, -0.12, -0.20], [-0.68, 0.62, 0.45], [-0.01, 0.06, -0.15], [-0.14, -2.27, -1.74], [-1.30, 1.85, 0.05], [1.54, 0.40, 1.56]],
  "nbo_charge": [-0.40, -0.47, -0.43, -0.24, -0.43, -0.49, -0.07, 0.20, 0.20, 0.18, 0.20, 0.19, 0.19, 0.20, 0.20, 0.23, 0.20, 0.22, 0.23, 0.11, -0.92, 0.45, 0.46],
  "de_lowest_kcal_mol": 40.9,
  "gap_ev": 9.715,
  "max_force_ha_per_bohr": 0.0557,
  "homo_energy_ev": -9.0,
  "smiles": "CN(C)CCCS.O"
}

{
  "formula": "C5H16O5Tl",
  "method": "ωB97M-V/def2-TZVPD",
  "symbols": ["Tl", "C", "O", "H", "H", "H", "H", "C", "C", "O", "O", "H", "H", "H", "H", "H", "H", "C", "C", "O", "O", "H", "H", "H", "H", "H", "H"],
  "xyz": [[-0.2943, -1.2680, 1.0500], [-0.8483, 4.9101, 1.4501], [0.1267, 3.9479, 1.7111], [-0.4434, 5.3598, 0.5435], [-1.8680, 4.5947, 1.2295], [-0.8416, 5.5976, 2.2959], [0.8942, 4.4166, 2.0472], [5.9597, -0.7298, 0.8531], [5.8284, -2.1488, 1.5286], [4.6233, -2.1074, 2.3858], [4.7510, -0.3281, 0.2461], [6.7764, -0.8830, 0.1476], [6.1072, 0.1603, 1.4648], [6.7416, -2.2088, 2.1207], [5.9460, -2.9233, 0.7706], [4.9097, -2.5073, 3.2102], [4.9378, 0.2362, -0.5077], [-5.0212, -0.6466, -2.6361], [-5.7141, -2.0147, -2.3490], [-4.7811, -2.9289, -1.8019], [-4.6001, 0.0407, -1.4867], [-5.7086, -0.0412, -3.2269], [-4.1495, -0.7794, -3.2770], [-5.9893, -2.3013, -3.3640], [-6.6476, -2.0872, -1.7909], [-5.2940, -3.7040, -1.5618], [-5.4010, 0.3438, -1.0528]],
  "forces_ev_per_a": [[0.00, -0.09, 0.08], [0.22, 0.33, 0.44], [-0.71, -1.30, -0.02], [-0.19, 1.13, -0.52], [0.37, -0.82, 0.12], [-0.13, 0.67, -0.25], [0.44, 0.12, 0.25], [-0.82, -1.20, -1.73], [-0.85, 2.79, 2.48], [2.11, -0.74, -2.21], [-0.01, -0.58, 0.27], [0.04, 0.60, -0.27], [0.77, -0.35, 1.46], [-0.14, -0.33, 0.43], [-0.94, -0.15, -0.42], [-0.12, -0.15, 0.63], [0.11, 0.11, -0.64], [0.65, 0.74, -0.24], [1.12, -0.89, 0.92], [-0.65, 1.15, -1.09], [-0.28, -0.86, -0.46], [-0.51, 0.04, 0.11], [0.03, -0.39, 0.24], [0.02, -0.18, -0.83], [-0.16, 0.49, 0.16], [-0.09, -0.56, 0.62], [-0.28, 0.44, 0.48]],
  "nbo_charge": [1.00, -0.26, -0.50, 0.26, 0.22, 0.24, 0.50, -0.09, -0.11, -0.55, -0.52, 0.22, 0.28, 0.23, 0.27, 0.51, 0.51, -0.10, -0.09, -0.52, -0.52, 0.25, 0.23, 0.30, 0.24, 0.51, 0.50],
  "de_lowest_kcal_mol": 16.2,
  "charge": 3,
  "gap_ev": 1.426,
  "max_force_ha_per_bohr": 0.0744,
  "homo_energy_ev": -17.8
}

{
  "formula": "C11H12F9O4S",
  "method": "ωB97M-V/def2-TZVPD",
  "symbols": ["C", "C", "C", "O", "C", "O", "O", "C", "S", "C", "C", "C", "F", "F", "C", "F", "F", "C", "F", "F", "C", "F", "F", "F", "H", "H", "H", "H", "H", "H", "H", "H", "H", "O", "H", "H", "H"],
  "xyz": [[2.4778, -2.6947, 0.8679], [2.4347, -1.3648, 1.0360], [2.7156, -0.4921, -0.1705], [4.1033, -0.1890, -0.0657], [4.2212, 1.0991, -0.5845], [5.0304, 1.4721, -1.2851], [3.1230, 1.7677, -0.0732], [1.9819, 0.8971, -0.3521], [1.7697, 1.0546, -2.1686], [0.8811, 1.3337, 0.6269], [-0.5085, 1.7066, 0.0437], [-1.5824, 0.6045, 0.1920], [-1.6868, 0.3216, 1.5020], [-2.7872, 1.2077, -0.1964], [-1.3607, -0.6278, -0.7165], [-1.1023, -0.1911, -1.9364], [-0.3692, -1.3442, -0.1718], [-2.6039, -1.5771, -0.8194], [-3.5078, -1.0403, -1.6212], [-3.1567, -1.6958, 0.3950], [-2.1865, -2.9993, -1.3180], [-1.2551, -2.9393, -2.2420], [-1.7544, -3.7486, -0.3322], [-3.2441, -3.5898, -1.8285], [1.8721, -3.1730, 0.0876], [3.0791, -3.3632, 1.4884], [2.1616, -0.9788, 2.0219], [2.4793, -1.0378, -1.0998], [1.2327, 2.2897, -2.3755], [0.7178, 0.6032, 1.4319], [1.2610, 2.2287, 1.1374], [-0.8949, 2.5394, 0.6599], [-0.5132, 2.0717, -0.9873], [-3.0929, 2.8921, 2.3339], [-3.0411, 2.4242, 1.4604], [-3.9163, 2.6715, 2.8198], [-2.9783, 3.8614, 2.2400]],
  "forces_ev_per_a": [[-0.15, -0.65, -0.14], [-0.73, 0.01, -0.23], [-2.30, -0.58, 0.27], [-0.26, 0.41, -1.25], [-3.43, -2.25, 3.45], [3.30, 1.86, -2.25], [-0.23, 0.74, -0.34], [1.93, 1.01, 0.26], [-0.81, -0.36, -0.34], [-0.51, 0.22, -0.13], [-0.17, -0.30, 0.34], [1.06, 1.67, -0.90], [-0.45, -0.51, 0.15], [0.00, -0.13, 0.66], [-1.80, -0.44, 0.91], [0.53, 0.11, -0.43], [0.68, 0.08, -0.20], [0.93, 0.05, 0.32], [-0.30, 0.14, -0.65], [-0.12, -0.15, 0.52], [-0.67, 0.00, -0.02], [0.67, 0.36, -0.65], [0.45, -0.18, 0.92], [-0.84, -0.21, -0.40], [1.51, 0.20, -0.91], [-1.33, 0.02, 0.90], [1.76, 0.46, 0.06], [0.49, -0.31, 0.37], [0.33, -0.33, 0.58], [0.25, -0.01, -0.36], [0.04, -0.24, -0.28], [0.06, -0.25, -0.18], [0.21, -0.23, 0.18], [-0.11, 0.06, -0.09], [-0.01, -0.20, -0.12], [0.07, -0.03, -0.06], [-0.04, -0.09, 0.00]],
  "nbo_charge": [-0.33, -0.23, 0.01, -0.50, 0.99, -0.48, -0.55, 0.13, -0.01, -0.45, -0.45, 0.64, -0.32, -0.37, 0.58, -0.28, -0.30, 0.56, -0.28, -0.30, 0.92, -0.30, -0.29, -0.29, 0.20, 0.22, 0.21, 0.21, 0.14, 0.24, 0.26, 0.19, 0.26, -0.77, 0.59, 0.58, 0.58],
  "charge": 1,
  "gap_ev": 6.152,
  "max_force_ha_per_bohr": 0.1042,
  "homo_energy_ev": -11.3
}